A structure of composition C3H8IN at a distorted geometry, computed with the ωB97M-V functional and the def2-TZVPD basis.

Values from the calculation:
Energy, eV: -12829.00556
Energy above the lowest of the compared OMol25 structures with the same formula, charge and spin, kJ/mol: 149.3
Gap between HOMO and LUMO, eV: 9.144

```
! wB97M-V def2-TZVPD RIJCOSX def2/J DEFGRID3
* xyz 0 1
C 0.70548 -1.49606 -0.59209
C -0.44089 0.88687 -0.87092
C 0.72995 0.08408 -0.46704
N 1.74316 0.81210 -0.43711
I 3.61384 0.08360 0.13840
H 1.57083 -1.92468 -0.98857
H 0.62268 -1.87868 0.42146
H -0.11962 -1.57383 -1.31766
H -1.35665 0.29335 -0.91676
H -0.37835 1.22161 -1.88562
H -0.48809 1.69192 -0.14142
H 0.66344 0.08004 2.20587
H 0.41650 0.65080 1.71984
*
```

The ion C3H8IN2 with charge +1 at a distorted geometry, computed with the ωB97M-V functional and the def2-TZVPD basis.

Values from the calculation:
SMILES: N/C=[NH+]/CCI
Energy, eV: -14313.87074
Energy above the lowest of the compared OMol25 structures with the same formula, charge and spin, kJ/mol: 54.8
Gap between HOMO and LUMO, eV: 9.173

```
! wB97M-V def2-TZVPD RIJCOSX def2/J DEFGRID3
* xyz 1 1
N 1.89626 1.53032 0.42963
C 1.04094 0.76751 -0.15751
N 0.71174 -0.39268 0.25640
C -0.32349 -1.11947 -0.38225
C -1.88949 -0.55263 0.29726
I -2.09321 -0.65466 2.45592
H 2.10122 2.42137 -0.04273
H 2.58290 1.30802 1.18153
H 0.52673 1.10947 -1.04793
H 1.13540 -0.82616 0.99423
H -0.64497 -0.94687 -1.39130
H -0.27295 -2.26067 -0.27084
H -2.01347 0.56981 0.06715
H -2.45539 -1.31815 -0.16584
*
```